No. 1
The following is a quantum chemistry calculation of a 3-piece molecular cluster, C16H44BNO9P3 overall, from the Open Molecules 2025 dataset.

XYZ file:
```
74
Properties=species:S:1:pos:R:3:forces:R:3
N -6.3359 -6.1179 -0.0837 1.829 -0.159 0.429
C -5.3462 -5.4029 -0.9747 1.001 -0.039 -1.198
C -5.6638 -3.8224 -1.2564 0.077 0.186 -1.048
C -7.0498 -3.2497 -0.6089 -1.056 -0.460 -0.164
C -7.1049 -3.1654 1.0194 -1.620 0.523 -0.152
B -5.7426 -2.6458 1.7652 -0.934 -0.452 0.128
P -5.0804 -0.9441 1.1972 0.218 -0.316 -3.896
O -5.1406 -0.6790 -0.3600 0.195 0.000 2.715
H -6.1150 -7.1469 -0.1943 -0.306 1.588 0.536
H -6.0771 -5.8168 0.9022 -0.613 -0.723 -1.510
H -4.2283 -5.4702 -0.5776 -2.194 0.071 -0.653
H -5.3414 -6.0008 -2.0083 -0.066 1.333 2.101
H -4.6932 -3.1994 -0.9904 -2.379 -1.084 -0.283
H -5.7785 -3.7133 -2.4395 0.210 -0.176 2.436
H -7.3337 -2.1884 -1.0751 1.069 -2.278 1.072
H -7.9393 -3.9716 -0.9434 1.942 1.348 0.496
H -7.4320 -4.1820 1.5503 0.585 1.959 -1.434
H -7.9719 -2.3947 1.2939 1.431 -1.599 -0.666
H -4.8968 -3.4666 1.6383 0.922 -0.322 -0.250
H -5.9682 -2.5641 2.9386 -0.014 0.226 0.676
H -5.7635 0.1379 1.8590 0.659 -0.154 0.218
H -3.6525 -0.9300 1.5457 -0.915 0.543 0.465
O -1.2899 2.1108 3.7617 3.179 -2.779 2.074
P 0.1181 2.1469 3.1187 -4.431 6.418 -6.205
O 0.2753 3.7922 3.2280 0.386 -0.042 0.773
C 0.5877 4.3439 4.4938 0.061 0.417 0.018
C 2.0081 4.0226 4.9176 0.217 -0.077 0.140
O -0.4411 2.0874 1.5468 1.191 -1.092 0.827
C -1.7371 1.5635 1.2793 -0.829 -0.139 -0.091
C -2.8039 2.6482 1.3520 -0.063 0.198 -0.199
O 1.6914 2.1871 2.4002 -0.283 -2.396 2.656
C 2.5683 1.1527 2.8245 0.539 -0.427 -0.172
C 1.9708 -0.2343 2.6708 0.090 -0.017 -0.342
H -0.1284 3.9982 5.2449 -0.042 0.012 0.010
H 0.4777 5.4305 4.4080 -0.090 -0.168 -0.126
H 2.0959 2.9660 5.1899 0.064 0.000 0.055
H 2.3007 4.6148 5.7917 -0.074 -0.102 -0.089
H 2.7166 4.2147 4.1064 -0.144 0.041 0.084
H -1.9603 0.7325 1.9558 -0.040 0.254 -0.083
H -1.7238 1.1412 0.2682 0.188 0.118 0.140
H -2.6901 3.3003 2.2202 0.072 -0.245 0.111
H -3.8032 2.2047 1.3797 0.124 -0.008 -0.075
H -2.7385 3.2992 0.4734 -0.039 -0.139 0.035
H 2.8507 1.3267 3.8658 0.183 -0.037 0.048
H 3.4781 1.2273 2.2205 -0.110 0.133 0.020
H 1.0765 -0.3549 3.2877 -0.094 -0.030 0.132
H 2.6929 -0.9972 2.9760 -0.108 0.061 -0.010
H 1.6749 -0.4178 1.6318 0.069 0.030 0.174
O 4.1198 -0.6811 -4.1856 -3.298 3.264 0.400
P 4.4907 0.5139 -3.2737 8.341 -4.828 1.146
O 5.9166 0.8404 -4.0509 -0.421 0.449 -0.469
C 5.8525 1.5132 -5.2949 0.366 0.158 -0.241
C 5.4262 2.9600 -5.1358 -0.127 0.227 -0.021
O 5.1229 -0.4305 -2.0507 -1.284 0.781 0.263
C 4.7288 -1.7935 -1.9376 -0.051 -0.479 -0.171
C 5.6266 -2.7050 -2.7640 0.313 -0.087 0.073
O 4.9053 1.8491 -2.2547 -3.348 -0.053 -1.425
C 3.8225 2.7089 -1.9270 -0.428 0.504 0.542
C 2.6315 1.9703 -1.3436 0.177 0.080 0.317
H 5.1812 0.9843 -5.9776 0.006 -0.036 -0.024
H 6.8574 1.4827 -5.7301 -0.098 -0.137 0.163
H 4.3636 3.0194 -4.8795 -0.018 0.078 -0.034
H 5.5733 3.5176 -6.0673 -0.056 -0.110 0.108
H 5.9870 3.4527 -4.3360 -0.007 -0.116 -0.134
H 3.6752 -1.9104 -2.2103 0.219 -0.019 -0.090
H 4.8058 -2.0761 -0.8817 0.089 0.260 -0.065
H 5.8235 -2.3157 -3.7648 -0.284 0.051 0.076
H 5.1825 -3.6997 -2.8597 0.037 0.073 0.037
H 6.6046 -2.8076 -2.2811 -0.136 -0.028 0.010
H 3.5208 3.2618 -2.8201 -0.034 0.171 0.033
H 4.1926 3.4376 -1.1989 0.110 -0.123 -0.116
H 2.2151 1.2557 -2.0584 -0.102 -0.075 -0.183
H 1.8392 2.6749 -1.0752 0.044 -0.161 0.003
H 2.9232 1.4041 -0.4519 -0.069 0.148 -0.121
```
Forces are in eV/Å.

For the orbital gap, the calculation gives 4.04 eV. The calculation puts the largest force on an atom at 10.0 eV/A. For the HOMO energy, the calculation gives -4.49 eV. Its charge is -1. As for the LUMO energy: -0.017 Ha.

***

No. 2
The following is a quantum chemistry calculation of C2H5N2O as an isolated structure, from the Open Molecules 2025 dataset.

XYZ file:
```
10
Properties=species:S:1:pos:R:3:forces:R:3
C -1.5909 0.0846 0.0616 0.678 0.193 -0.270
C -0.0189 -0.9333 -0.3514 0.217 -2.813 2.751
N -2.7333 0.0947 0.0584 -1.752 0.846 0.788
N 1.1778 0.1965 0.2659 -0.996 -1.543 1.781
O -0.1325 -2.0079 0.1719 0.561 1.949 -0.283
H -0.0292 -0.8072 -1.3852 0.191 1.008 -1.857
H -3.6731 0.4155 0.3219 0.601 -0.567 -0.461
H 1.2510 0.3221 1.3030 -0.671 -0.436 -0.854
H 0.9097 1.0949 -0.0999 0.912 0.422 -0.783
H 2.0353 -0.3119 0.0477 0.258 0.941 -0.812
```
Forces are in eV/Å.

For the orbital gap, the calculation gives 11.04 eV. As for the energy above the lowest of the compared OMol25 structures with the same formula, charge and spin: 71.3 kcal per mole. The calculation puts the largest force on an atom at 3.9 eV/A. For the HOMO energy, the calculation gives -15.60 eV. Its charge is +1. As for the LUMO energy: -0.168 Ha.

***

No. 3
The following is a quantum chemistry calculation of C13H50AsF6N12O11 as an isolated structure, from the Open Molecules 2025 dataset.

XYZ file:
```
93
Properties=species:S:1:pos:R:3:forces:R:3
As 0.5745 -1.3008 -0.0296 -0.156 -1.178 2.066
F 1.9655 -0.4678 -0.6333 2.154 1.299 -0.998
F 1.2323 -2.8060 -0.7882 0.549 -0.983 -0.493
F -0.7811 -2.2529 0.6206 -1.409 -0.722 0.371
F -0.0423 0.2501 0.6085 -0.683 1.104 0.319
F -0.2980 -0.9971 -1.5306 -0.814 0.787 -1.213
F 1.4855 -1.6131 1.5764 0.799 -0.282 0.715
C 2.7301 0.6548 -3.7293 0.261 2.343 -0.598
O 3.0554 1.5019 -4.5528 0.073 0.484 -1.106
N 1.5117 0.4255 -3.2850 -2.915 0.053 0.181
N 3.5945 -0.0413 -3.0342 1.798 -1.743 0.813
H 1.4133 -0.0709 -2.4109 -0.356 0.222 -0.235
H 0.7523 1.0408 -3.5395 0.279 -0.290 -0.246
H 3.1036 -0.6532 -2.3980 1.532 -0.382 0.518
H 4.5837 0.0735 -3.2030 -0.457 -0.411 0.346
C 4.8635 0.9352 3.5866 -0.560 3.303 1.812
O 5.2154 1.9593 4.1613 0.406 1.958 0.177
N 5.5066 -0.1528 3.7676 3.751 -4.564 0.668
N 3.7746 0.7543 2.9126 -2.316 -0.742 -2.149
H 5.1576 -1.0088 3.3607 0.399 -0.168 0.260
H 6.3988 -0.1010 4.2382 -0.401 -0.120 -0.177
H 3.7349 -0.1828 2.5379 -1.033 0.430 -0.479
H 3.1023 1.4592 2.6461 -0.016 -0.071 0.097
C -1.6204 0.9646 -4.5967 0.930 0.304 -1.858
O -0.9827 0.4359 -5.4522 2.733 -0.541 -3.512
N -1.8240 2.2265 -4.3864 1.163 5.280 -1.610
N -2.2012 0.2841 -3.7357 -3.960 -5.047 5.336
H -2.6118 2.5430 -3.8392 0.352 0.158 -0.178
H -1.2893 2.8038 -5.0196 -0.522 0.372 0.157
H -2.0488 -0.7131 -3.7840 -0.301 0.040 0.332
H -2.8105 0.7384 -3.0706 0.176 -0.671 0.228
C -2.9058 3.3642 -1.6443 -0.146 -3.768 1.480
O -3.4497 2.5317 -2.3834 -1.175 1.391 -0.375
N -3.4431 4.4226 -1.0984 -1.768 3.701 0.518
N -1.8163 2.9773 -0.9910 2.426 -0.935 -0.127
H -4.4039 4.7063 -1.2269 0.372 -0.250 -0.312
H -2.8953 4.9438 -0.4289 -0.324 -0.113 -0.167
H -1.2889 3.4646 -0.2808 -0.317 0.019 -0.229
H -1.4696 2.0698 -1.2672 0.338 -0.005 0.139
C -1.1407 -2.9788 4.2857 2.423 -2.039 -3.093
O -1.6043 -2.1248 4.9731 -1.296 1.241 1.603
N -1.7495 -4.1406 3.8970 -2.555 -1.374 0.933
N 0.0682 -2.8936 3.6658 0.714 1.085 1.149
H -1.4001 -4.9594 3.4200 0.661 0.803 -0.064
H -2.6413 -4.3323 4.3306 0.115 0.234 -0.008
H 0.5018 -1.9887 3.7810 0.267 -0.257 -0.494
H 0.4877 -3.5582 3.0314 -0.515 0.398 -0.047
C -3.8697 -1.6404 1.4465 0.800 0.649 -0.457
C -4.3622 -1.4191 -0.0375 1.577 -0.606 0.208
C -3.9065 -2.4914 -1.0473 0.024 0.596 1.308
O -3.7219 -1.9956 -2.4029 -0.892 -0.904 0.424
C -4.5262 -2.7481 -3.3320 0.012 1.200 0.177
N -5.7604 -1.2925 0.1600 -2.569 0.421 -0.293
H -4.2915 -2.4254 2.0741 -0.707 -0.483 -0.880
H -4.1961 -0.7395 1.9661 0.374 0.247 0.177
H -2.8009 -1.7944 1.5948 0.146 0.496 -0.454
H -4.0010 -0.5140 -0.5259 0.786 0.445 0.666
H -4.6686 -3.2642 -0.9473 0.255 -0.536 -0.586
H -2.9388 -2.7802 -0.6370 0.122 -0.527 -0.494
H -5.5387 -2.5711 -2.9693 -0.355 -0.866 -0.357
H -4.2025 -3.7793 -3.4735 -0.201 -0.231 0.643
H -4.4561 -2.3219 -4.3328 0.240 0.480 0.144
H -6.2873 -1.0677 -0.6718 0.120 -0.375 -0.768
H -5.8719 -0.4107 0.6398 -0.175 0.039 0.708
C 4.1125 4.1598 1.8460 0.295 -0.159 0.137
C 2.7994 4.5605 1.1886 -0.362 -1.863 1.269
C 1.8845 3.3221 1.0417 1.882 -1.954 -1.737
O 1.6672 2.3873 2.1230 -0.982 2.682 0.109
C 0.4052 2.5561 2.7831 -0.103 -0.865 0.340
N 2.1101 5.4362 2.0680 -0.655 2.068 1.332
H 4.0201 3.7080 2.8336 -0.335 0.140 0.060
H 4.7491 5.0383 1.9508 0.166 0.100 -0.031
H 4.6503 3.4092 1.2667 -0.022 0.118 -0.265
H 3.0573 4.9290 0.1957 -0.384 0.150 -0.353
H 2.4572 2.6676 0.3846 0.295 -0.073 -0.383
H 1.0586 3.5114 0.3559 -0.921 0.199 0.761
H 0.0912 3.5636 3.0559 0.417 0.427 -0.621
H 0.4236 2.0577 3.7523 0.426 -0.349 -0.070
H -0.3455 2.0268 2.1963 -0.183 0.186 -0.138
H 1.3112 5.9526 1.7288 -0.217 -0.464 -0.596
H 2.6615 6.1598 2.5067 0.559 -0.178 0.034
O 4.8914 -2.9199 -0.6644 0.480 0.122 0.013
H 5.2288 -3.8132 -0.7308 0.033 -0.205 -0.032
H 3.9412 -3.0170 -0.7271 -0.666 0.140 0.030
O -0.5570 -5.2093 -1.5855 -0.253 -0.820 0.274
H -0.3087 -4.2871 -1.6500 0.138 0.659 0.013
H -0.1464 -5.6221 -2.3453 0.063 0.085 -0.189
O -1.2610 -2.6791 -3.2383 0.194 -0.852 -1.111
H -2.1743 -2.5939 -2.9647 -0.189 0.088 0.380
H -0.7972 -2.0068 -2.7391 0.392 0.277 0.415
O 3.9415 -2.4140 3.0767 0.370 -0.181 0.394
H 4.2954 -3.2997 3.1575 0.153 -0.211 -0.021
H 3.1381 -2.5220 2.5678 -0.822 0.336 -0.630
```
Forces are in eV/Å.

For the orbital gap (spin up / spin down), the calculation gives 2.09 / 7.74 eV. The expectation value of S² is 0.752. The calculation puts the largest force on an atom at 8.3 eV/A. For the HOMO energy (spin up / spin down), the calculation gives 1.70 / -4.09 eV. The multiplicity is 2. Its charge is -2. As for the LUMO energy (spin up / spin down): 0.139 / 0.134 Ha.

***

No. 4
The following is a quantum chemistry calculation of one molecule with the formula CH4N2O2, from the Open Molecules 2025 dataset.

XYZ file:
```
9
Properties=species:S:1:pos:R:3:forces:R:3
C 0.2184 0.2232 -0.1806 0.597 2.744 0.798
H -0.9922 -2.2391 0.2906 -0.529 3.939 -2.041
H -0.3701 -0.7332 -2.0493 -0.290 0.093 2.881
H 1.0091 0.7794 -0.5711 1.864 0.672 -1.033
H 1.2195 1.8378 0.9926 1.149 0.781 -0.554
N -0.2520 -0.7739 -0.9687 0.068 -0.532 -0.051
N -0.2320 0.6490 0.9550 -0.120 -1.735 -0.047
O -1.2435 -1.2434 -0.1303 -1.653 -5.513 0.441
O 0.6428 1.5001 1.6618 -1.086 -0.449 -0.395
```
Forces are in eV/Å.

For the orbital gap, the calculation gives 9.40 eV. As for the energy above the lowest of the compared OMol25 structures with the same formula, charge and spin: 112.8 kcal per mole. The calculation puts the largest force on an atom at 5.8 eV/A. The SMILES is O/N=C/NO. For the HOMO energy, the calculation gives -8.73 eV. As for the LUMO energy: 0.025 Ha.

***

No. 5
The following is a quantum chemistry calculation of an isolated ion of composition C3H5O3 and charge -1, from the Open Molecules 2025 dataset.

XYZ file:
```
11
Properties=species:S:1:pos:R:3:forces:R:3
O 0.6382 -1.3375 1.1336 -0.327 -0.449 0.413
C 1.1013 -0.5327 0.3224 1.002 1.132 -1.231
O 2.2944 -0.1971 0.0871 -0.389 -0.455 0.344
C 0.0900 0.2527 -0.6051 0.138 -0.391 0.280
C -1.3104 0.2153 -0.0348 -0.398 0.968 -0.253
O -2.1976 1.2311 -0.6529 0.965 -0.713 -0.346
H 0.4909 1.2602 -0.7167 -0.200 0.249 0.389
H 0.1705 -0.1425 -1.6243 -0.252 -0.369 0.077
H -1.2684 0.4760 1.0177 -0.019 -0.128 0.146
H -1.7671 -0.7670 -0.1335 0.005 -0.051 -0.021
H -1.7044 1.4213 -1.4659 -0.526 0.206 0.203
```
Forces are in eV/Å.

For the orbital gap, the calculation gives 7.88 eV. As for the energy above the lowest of the compared OMol25 structures with the same formula, charge and spin: 1.5 kcal per mole. The calculation puts the largest force on an atom at 1.9 eV/A. The SMILES is O=C([O-])CCO. For the HOMO energy, the calculation gives -4.00 eV. Its charge is -1. As for the LUMO energy: 0.142 Ha.

***

No. 6
The following is a quantum chemistry calculation of one molecule with the formula C10H11Cl2NO4S, from the Open Molecules 2025 dataset.

XYZ file:
```
29
Properties=species:S:1:pos:R:3:forces:R:3
C 3.3145 -1.6267 0.3100 -0.483 -0.029 -0.418
C 1.8948 -1.0496 0.1719 0.826 -0.006 0.142
Cl 1.2395 -1.6578 -1.3800 -0.211 -0.080 -0.084
C 1.8941 0.4794 0.1374 -0.286 -0.385 0.351
Cl 2.8969 1.0518 1.5072 0.214 0.049 0.009
C 0.5427 1.1556 0.3551 0.615 1.443 -0.015
O 0.8191 2.5902 0.2373 0.131 -0.401 0.284
S -0.2103 3.4021 -0.6242 -0.691 0.272 -0.327
O 0.4656 3.9012 -1.7652 0.059 -0.233 -0.284
O -0.9834 4.2982 0.1553 0.101 -0.115 0.288
O -1.1672 2.1596 -0.9920 0.076 0.397 0.469
C -0.5637 0.9141 -0.6709 0.438 -1.170 -0.534
C -1.5582 -0.1294 -0.2310 -0.578 0.034 0.069
C -2.0550 -0.1811 1.0701 0.136 -0.222 -0.631
C -2.9549 -1.1902 1.3978 0.155 0.356 0.101
N -3.3888 -2.1116 0.5445 0.153 0.086 0.004
C -2.9233 -2.0383 -0.6976 0.208 0.210 -0.284
C -2.0246 -1.0735 -1.1413 -0.084 0.183 0.583
H 3.5622 -1.8300 1.3415 0.172 0.210 0.226
H 3.3585 -2.5575 -0.2402 -0.001 -0.257 0.034
H 4.0268 -0.9550 -0.1534 0.263 0.114 0.097
H 1.2902 -1.4090 0.9960 -0.425 -0.124 -0.078
H 2.3549 0.8036 -0.7873 0.085 0.256 -0.136
H 0.2847 1.0325 1.3998 -0.458 -0.336 0.046
H -0.0878 0.5402 -1.5768 -0.035 0.097 -0.131
H -1.7336 0.5544 1.7871 -0.134 0.031 0.320
H -3.3368 -1.2388 2.4051 -0.136 -0.093 0.169
H -3.2696 -2.7858 -1.3934 -0.150 -0.170 -0.069
H -1.6871 -1.0488 -2.1627 0.040 -0.116 -0.201
```
Forces are in eV/Å.

For the orbital gap, the calculation gives 10.42 eV. The calculation puts the largest force on an atom at 1.6 eV/A. The SMILES is C[C@H](Cl)[C@H](Cl)[C@H]1OS(=O)(=O)O[C@@H]1c1ccncc1. For the HOMO energy, the calculation gives -10.29 eV. As for the LUMO energy: 0.005 Ha.